<1>
{"formula": "C5H7N4", "method": "the ωB97M-V functional and the def2-TZVPD basis", "elements": ["C", "C", "C", "C", "C", "N", "N", "N", "N", "H", "H", "H", "H", "H", "H", "H"], "positions_angstrom": [[-1.467, 1.448, 0.026], [1.899, -0.885, -0.908], [0.097, -0.641, 0.955], [0.705, 0.636, 0.326], [-1.177, -0.974, 0.340], [-0.273, 1.668, 0.262], [-1.835, 0.085, -0.320], [-1.380, -0.871, -1.089], [1.406, 0.288, -0.896], [-2.217, 2.230, 0.031], [2.261, -1.245, -1.820], [0.779, -1.504, 0.860], [-0.070, -0.492, 2.001], [1.596, 1.135, 0.982], [-1.720, -1.801, 0.816], [1.394, 0.922, -1.566]], "lowdin_charge": [-0.04, 0.13, -0.10, -0.31, -0.25, 0.17, 0.08, 0.36, 0.01, 0.15, 0.05, 0.12, 0.14, 0.21, 0.17, 0.10], "total_charge": 1, "lumo_ev": [-6.80, -7.95], "homo_energy_ev": [-13.20, -12.22]}

<2>
{"formula": "C5H7N4", "method": "the ωB97M-V functional and the def2-TZVPD basis", "elements": ["C", "C", "C", "N", "N", "C", "N", "N", "C", "H", "H", "H", "H", "H", "H", "H"], "positions_angstrom": [[1.062, -1.521, 0.006], [-0.165, -1.128, -0.353], [-1.258, -0.558, 0.512], [-1.595, 0.938, 0.141], [-0.485, 1.765, 0.374], [0.468, 1.332, -0.462], [1.722, 1.149, -0.165], [2.545, 0.317, 0.091], [2.262, -1.072, 0.270], [-0.472, -1.402, -1.360], [-2.190, -1.108, 0.393], [-0.951, -0.531, 1.557], [-1.955, 0.957, -0.838], [-2.346, 1.250, 0.774], [0.231, 1.231, -1.538], [3.127, -1.622, 0.597]], "lowdin_charge": [0.09, -0.08, -0.06, -0.01, 0.03, -0.20, 0.12, 0.13, -0.07, 0.13, 0.13, 0.14, 0.19, 0.19, 0.16, 0.12], "total_charge": 1, "smiles": "C1=CC[NH2+]/N=C/N=N\\C=1", "lumo_ev": -5.09, "homo_energy_ev": -13.28}

Short version: <1> is the least stable of them.